1.
Here is an isolated molecule of C3H6ClFO in a non-equilibrium geometry from OMol25. Energies are from ωB97M-V with the def2-TZVPD basis set.

Each line ends with the natural charge from an NBO analysis.
CARTESIAN COORDINATES (ANGSTROEM)
C: 1.14937 0.79386 1.30991  -0.639
C: -1.04708 -0.28382 -1.59219  -0.264
C: 0.14955 -0.16552 0.57497  0.339
O: -0.32445 0.44348 -0.54368  -0.550
F: -0.91550 -0.33765 1.43063  -0.391
Cl: 0.86986 -1.80029 0.33485  0.260
H: 2.01956 0.64398 0.70085  0.213
H: 1.18284 0.40857 2.31658  0.229
H: 0.69746 1.74702 1.18005  0.244
H: -1.93350 -0.95932 -1.29923  0.183
H: -0.44017 -0.93380 -2.15272  0.176
H: -1.40795 0.44348 -2.26001  0.200

The charge is 0. Its energy above the lowest of the compared OMol25 structures with the same formula, charge and spin is 119.5 kJ/mol. Its HOMO-LUMO gap (spin up / spin down) is 5.37 / 6.36 eV. Its spin multiplicity is 3. The calculation puts the LUMO energy (spin up / spin down) at 0.89 / -4.70 eV. The HOMO energy (spin up / spin down) is -0.1647 / -0.4064 hartree.

=====

2.
Here is a cluster of 2 separate species, C4H7NO4S in total in a non-equilibrium geometry from OMol25. Energies are from ωB97M-V with the def2-TZVPD basis set.

Each line ends with the natural charge from an NBO analysis.
CARTESIAN COORDINATES (ANGSTROEM)
C: -4.01987 -0.12294 -0.11308  1.026
C: 0.09227 0.32757 0.59307  -0.246
C: -0.04557 -1.04009 -0.20350  -0.573
C: 1.80994 1.93767 0.21014  0.528
N: 0.55102 1.47722 -0.18452  -0.626
O: -4.95708 0.33453 0.37775  -0.503
O: -3.09115 -0.56147 -0.60530  -0.522
O: 1.86260 -2.96388 -1.04028  -0.974
O: 2.42871 1.68848 1.21263  -0.581
S: 1.45344 -2.13432 0.11972  1.048
H: -0.88431 0.48068 0.84673  0.196
H: 0.59194 0.03922 1.52036  0.234
H: -0.80561 -1.54337 0.18823  0.210
H: -0.22310 -0.85767 -1.33055  0.223
H: 2.28637 2.76294 -0.41398  0.119
H: 0.44226 1.34450 -1.17065  0.396
H: 2.50814 -1.16906 -0.00679  0.043

The charge is 0. Its energy above the lowest of the compared OMol25 structures with the same formula, charge and spin is 94.3 kJ/mol. Its HOMO-LUMO gap is 9.29 eV. The calculation puts the LUMO energy at 0.12 eV. The HOMO energy is -0.3373 hartree.

=====

3.
Here is a structure of composition C21H16BBr2F4IrN5O2S in a non-equilibrium geometry from OMol25. Energies are from ωB97M-V with the def2-TZVPD basis set.

Each line ends with the natural charge from an NBO analysis.
CARTESIAN COORDINATES (ANGSTROEM)
Ir: -0.18576 -0.55815 0.11741  1.521
O: 0.11206 -1.72915 4.13460  -0.533
C: 0.05435 -1.15441 3.07059  0.719
O: -0.05239 -1.74307 1.90295  -0.799
C: -0.21545 0.35559 3.03136  0.177
C: 0.04097 1.19886 4.08690  -0.201
C: 0.12080 2.56334 3.83889  -0.015
C: -0.39140 3.05919 2.64076  -0.178
C: -0.46119 4.44634 2.34644  0.084
C: -1.08844 4.93228 1.21585  -0.103
C: -1.62220 4.05960 0.31286  -0.186
C: -1.48543 2.69332 0.47854  0.077
C: -0.79560 2.13951 1.69134  0.209
N: -0.62187 0.86373 1.77410  -0.468
H: 0.37825 0.77526 5.08081  0.294
H: 0.42732 3.09581 4.74692  0.269
H: -0.17204 5.23936 3.09754  0.265
H: -1.06409 5.90458 1.02950  0.244
H: -2.16386 4.24628 -0.59109  0.260
H: -1.85573 2.02410 -0.35951  0.245
Br: 0.14930 -0.66977 -6.81901  0.173
C: 0.08725 -0.54128 -4.92885  -0.008
C: -0.98326 0.17835 -4.31978  -0.253
C: -1.13748 0.09074 -2.97742  0.062
N: -0.25401 -0.55495 -2.21537  -0.494
C: 0.88274 -1.07610 -2.76091  0.198
C: 1.08124 -1.12799 -4.16904  -0.244
C: 1.88187 -1.71478 -1.84371  0.283
C: 3.07461 -2.29440 -2.25193  -0.254
C: 3.83612 -3.02856 -1.34994  -0.030
Br: 5.34575 -3.95473 -1.90940  0.192
C: 3.46248 -3.09901 -0.02594  -0.243
C: 2.30455 -2.47570 0.32018  0.080
N: 1.53610 -1.79594 -0.57313  -0.527
H: -1.71898 0.71346 -4.92449  0.261
H: -2.01124 0.52534 -2.50244  0.212
H: 1.95402 -1.52975 -4.68094  0.264
H: 3.42920 -2.27467 -3.28945  0.251
H: 4.02837 -3.63921 0.70200  0.262
H: 1.89774 -2.45350 1.30512  0.240
N: -2.86678 -2.34468 1.95877  -0.741
C: -3.19756 -2.16674 0.70432  0.369
N: -4.37443 -2.54869 0.28295  -0.728
S: -2.19390 -1.56858 -0.59801  -0.107
H: -3.44343 -2.81525 2.59809  0.418
H: -1.87354 -2.24721 2.26682  0.457
H: -5.05778 -2.93080 0.93099  0.424
H: -4.58555 -2.49131 -0.72718  0.444
F: 2.01576 0.57823 0.72869  -0.570
B: 2.07193 1.51234 -0.37950  1.363
F: 2.27012 2.82180 -0.02418  -0.531
F: 0.61362 1.47936 -0.79395  -0.585
F: 2.81690 1.03159 -1.38015  -0.520

The charge is +2. Its energy above the lowest of the compared OMol25 structures with the same formula, charge and spin is 37.6 kJ/mol. Its HOMO-LUMO gap (spin up / spin down) is 6.15 / 4.38 eV. Its spin multiplicity is 6. The calculation puts the LUMO energy (spin up / spin down) at -7.65 / -10.19 eV. The HOMO energy (spin up / spin down) is -0.5072 / -0.5356 hartree.

=====

4.
Here is an isolated molecule of C19H19FN2O5S from OMol25. Energies are from ωB97M-V with the def2-TZVPD basis set.

Each line ends with the natural charge from an NBO analysis.
CARTESIAN COORDINATES (ANGSTROEM)
C: -2.19366 -3.53103 1.89029  -0.608
C: -1.57235 -2.32087 1.20993  -0.157
N: -2.60583 -1.47767 0.61470  -0.835
S: -2.00428 -0.03447 0.01138  2.313
O: -1.45252 -0.18228 -1.30444  -0.932
O: -1.16344 0.53850 1.01855  -0.946
C: -3.50090 0.94605 -0.08694  -0.404
C: -3.58388 2.14467 0.59633  -0.149
C: -4.72938 2.91790 0.49986  -0.226
C: -5.78987 2.49023 -0.28409  -0.165
C: -5.71849 1.28899 -0.97044  -0.278
C: -4.56701 0.52911 -0.86145  0.427
F: -4.49000 -0.64682 -1.50809  -0.316
C: -0.65478 -2.73215 0.05753  0.784
O: -0.97006 -3.52950 -0.78556  -0.594
O: 0.47104 -2.03269 0.06305  -0.496
C: 1.32165 -2.20395 -1.07450  -0.171
C: 2.72052 -1.65351 -0.78368  0.655
O: 3.68315 -2.39593 -0.80219  -0.601
N: 2.79016 -0.32785 -0.54870  -0.434
C: 1.64690 0.58484 -0.55549  -0.218
C: 2.22506 1.99229 -0.34039  -0.420
C: 3.68706 1.74074 -0.13041  -0.065
C: 4.69518 2.63731 0.14804  -0.193
C: 5.99246 2.16242 0.29347  -0.226
C: 6.26253 0.81156 0.15721  -0.206
C: 5.25515 -0.10026 -0.12513  -0.244
C: 3.96489 0.38036 -0.26629  0.219
H: -1.43121 -4.07596 2.43992  0.226
H: -2.97172 -3.21023 2.57687  0.224
H: -2.62403 -4.19026 1.13990  0.227
H: -1.02568 -1.68615 1.91084  0.243
H: -3.09848 -1.98272 -0.11311  0.413
H: -2.73910 2.44292 1.19615  0.248
H: -4.79426 3.85288 1.03367  0.226
H: -6.68151 3.09296 -0.36243  0.224
H: -6.53352 0.93686 -1.58242  0.239
H: 0.86186 -1.69730 -1.93110  0.213
H: 1.41296 -3.27164 -1.30013  0.231
H: 0.95074 0.32104 0.24203  0.236
H: 1.10704 0.50947 -1.50224  0.210
H: 2.06185 2.63518 -1.20772  0.218
H: 1.77279 2.47907 0.52435  0.223
H: 4.47842 3.69022 0.25173  0.210
H: 6.79326 2.85243 0.51328  0.211
H: 7.27534 0.45541 0.27157  0.213
H: 5.46597 -1.15020 -0.23367  0.252

The charge is 0. Its energy above the lowest of the compared OMol25 structures with the same formula, charge and spin is 59.6 kJ/mol. Its HOMO-LUMO gap is 8.39 eV. The calculation puts the LUMO energy at 0.35 eV. Its SMILES is C[C@H](NS(=O)(=O)c1ccccc1F)C(=O)OCC(=O)N1CCc2ccccc21. The HOMO energy is -0.2952 hartree.

=====

5.
Here is a structure of composition C24H26F5N4Ni from OMol25. Energies are from ωB97M-V with the def2-TZVPD basis set.

Each line ends with the natural charge from an NBO analysis.
CARTESIAN COORDINATES (ANGSTROEM)
Ni: -0.07023 -0.13147 0.21627  1.104
C: 2.92055 2.48961 0.18784  -0.389
C: 2.00416 2.34183 -1.02414  -0.410
C: 0.58378 2.83903 -0.75090  -0.239
N: -0.36526 1.76522 -0.49704  -0.576
C: -1.63875 2.04468 -0.62321  0.240
C: -2.14649 3.36059 -0.81674  -0.345
C: -3.39228 3.80185 -1.21399  -0.137
C: -4.54476 3.09877 -1.54397  -0.341
C: -4.71224 1.72631 -1.41940  -0.152
C: -3.85736 0.76594 -0.91915  -0.308
C: -2.53367 0.87143 -0.42136  0.237
N: -1.92835 -0.09397 0.21239  -0.521
C: -2.57802 -1.30649 0.66692  -0.253
C: -2.41554 -2.48751 -0.30523  -0.406
C: -1.25735 -2.32378 -1.28649  -0.231
N: -0.05754 -1.85162 -0.62829  -0.566
C: 1.13731 -2.24258 -1.00152  0.247
C: 1.40717 -3.06425 -2.12370  -0.368
C: 2.55719 -3.75839 -2.46228  -0.135
C: 3.75566 -3.89593 -1.78463  -0.352
C: 4.08942 -3.24781 -0.59380  -0.151
C: 3.43416 -2.26223 0.10412  -0.304
C: 2.19538 -1.60570 -0.17796  0.242
N: 1.81709 -0.48210 0.36649  -0.537
C: 2.70173 0.20104 1.30516  -0.262
C: 2.46602 1.69758 1.40813  -0.412
H: 2.96114 3.55290 0.45202  0.188
H: 3.94305 2.20060 -0.08127  0.191
H: 1.95402 1.30138 -1.34777  0.225
H: 2.42582 2.91200 -1.85686  0.194
H: 0.23722 3.41786 -1.61402  0.187
H: 0.60097 3.53425 0.10094  0.184
H: -1.43514 4.14896 -0.61375  0.208
H: -3.47442 4.88255 -1.29430  0.196
H: -5.38907 3.67214 -1.90603  0.198
H: -5.67684 1.34329 -1.74107  0.196
H: -4.25387 -0.24195 -0.90358  0.199
H: -3.63211 -1.11946 0.88280  0.194
H: -2.09922 -1.55808 1.61236  0.246
H: -3.32619 -2.65307 -0.88870  0.193
H: -2.24729 -3.38955 0.28725  0.209
H: -1.53742 -1.60483 -2.06804  0.191
H: -1.09044 -3.28750 -1.77358  0.191
H: 0.58723 -3.17121 -2.82088  0.204
H: 2.48298 -4.31567 -3.39238  0.195
H: 4.48858 -4.57555 -2.20127  0.198
H: 5.03859 -3.54673 -0.15719  0.196
H: 3.92964 -1.92792 1.00390  0.210
H: 3.74533 0.03937 1.01526  0.174
H: 2.53551 -0.23418 2.29742  0.243
H: 3.02015 2.03610 2.28799  0.208
H: 1.41565 1.88704 1.63202  0.238
F: -0.29416 0.78335 2.56247  -0.449
C: 0.21527 -0.19452 3.50332  0.142
F: -0.06526 -1.40843 2.79986  -0.435
C: -0.88393 -0.18586 4.55381  0.862
F: -2.15881 -0.38650 4.10366  -0.362
F: -0.91521 0.99109 5.21584  -0.345
F: -0.67352 -1.15192 5.47625  -0.347

The charge is -1. Its HOMO-LUMO gap is 6.81 eV. The calculation puts the LUMO energy at 2.83 eV. The HOMO energy is -0.1462 hartree.

=====

6.
Here is a structure of composition C10H36AsN7O2RuSi3 in a non-equilibrium geometry from OMol25. Energies are from ωB97M-V with the def2-TZVPD basis set.

Each line ends with the natural charge from an NBO analysis.
CARTESIAN COORDINATES (ANGSTROEM)
Ru: 10.39635 9.96755 11.63579  0.976
N: 10.39212 9.04003 13.74642  -0.702
N: 9.87496 7.70595 13.88272  -0.423
C: 9.26302 7.17256 12.78200  0.639
N: 8.43234 6.12236 12.88253  -0.695
N: 9.45767 7.94929 11.66810  -0.585
N: 9.05250 7.40859 10.32771  0.628
O: 8.25610 6.43133 10.26853  -0.285
O: 9.58963 8.03692 9.41242  -0.351
H: 11.40211 9.11415 13.97615  0.416
H: 9.91383 9.62730 14.46958  0.433
H: 9.87659 7.36700 14.85492  0.461
H: 8.50317 5.60658 13.74199  0.442
H: 7.98543 5.66571 12.08574  0.483
C: 6.68836 11.31317 12.68363  -1.124
Si: 7.05104 11.67174 10.88714  1.387
C: 6.08952 10.45859 9.88820  -1.142
C: 6.32019 13.26276 10.26927  -1.099
As: 9.39236 11.81251 10.75885  0.171
Si: 10.05416 13.49015 12.37111  1.255
C: 8.73585 14.93533 12.46773  -1.069
C: 11.75386 14.23892 11.69170  -1.045
C: 10.32666 12.64188 14.16767  -1.055
Si: 10.38459 12.08466 5.87500  1.464
C: 10.22324 10.23712 6.09866  -1.087
C: 11.41894 12.65356 7.43179  -0.744
C: 8.63679 12.73190 6.05367  -1.133
H: 6.98538 12.01650 13.48394  0.270
H: 7.21294 10.36780 12.98656  0.221
H: 5.59006 11.06467 12.79685  0.324
H: 5.98615 9.43842 10.28946  0.265
H: 6.57009 10.36955 8.90792  0.249
H: 5.04498 10.85663 9.67777  0.311
H: 5.28883 13.10919 9.97150  0.300
H: 6.91499 13.66093 9.42386  0.250
H: 6.36414 13.99171 11.09886  0.269
H: 8.34358 15.14193 11.43747  0.254
H: 9.08518 15.89532 12.84156  0.308
H: 7.88004 14.65418 13.10568  0.263
H: 11.77603 14.20626 10.59850  0.227
H: 12.55782 13.61277 12.09510  0.244
H: 11.81872 15.27163 12.09769  0.298
H: 9.67818 11.75136 14.39056  0.206
H: 10.14101 13.35545 14.97079  0.308
H: 11.36887 12.28387 14.27140  0.247
H: 9.35170 9.93552 6.73244  0.265
H: 11.12094 9.75522 6.49212  0.258
H: 10.01794 9.76388 5.13082  0.331
H: 10.88000 12.33699 8.35492  0.203
H: 11.55346 13.74351 7.48112  0.297
H: 12.41621 12.17240 7.38538  0.278
H: 8.03513 12.18899 6.82154  0.249
H: 8.07706 12.51885 5.12146  0.334
H: 8.57251 13.82429 6.21291  0.289
N: 13.03912 10.53552 11.56262  -0.646
N: 12.28878 9.44438 10.92819  -0.579
H: 13.61831 10.97345 10.84183  0.408
H: 13.72903 10.10816 12.21237  0.416
H: 12.72113 8.52710 11.09132  0.443
H: 12.19054 9.60829 9.91565  0.425

The charge is +4. Its HOMO-LUMO gap (spin up / spin down) is 3.99 / 4.74 eV. Its spin multiplicity is 5. The calculation puts the LUMO energy (spin up / spin down) at -15.31 / -16.55 eV. The HOMO energy (spin up / spin down) is -0.7092 / -0.7826 hartree.